*1*
Molecular formula: C3H6N2O2S
Method: DFT, ωB97M-V/def2-TZVPD

CARTESIAN COORDINATES (ANGSTROEM)
H  2.992  1.245  -0.388
O  -1.548  -0.633  1.484
H  1.118  -1.503  0.442
C  2.333  0.397  -0.339
N  2.802  -0.623  0.271
O  2.060  -1.747  0.384
C  -1.855  0.798  -0.735
N  -0.360  -0.460  0.762
S  0.854  0.606  -1.320
H  -2.612  -0.024  -0.787
H  -1.269  -1.107  2.241
H  -2.198  1.524  -0.012
H  -1.788  1.278  -1.715
C  -0.529  0.248  -0.288

Output
total charge: 0
SMILES string: C/C(=N\O)S/C=N\O

***

*2*
Molecular formula: C3H6N2O2S
Method: DFT, ωB97M-V/def2-TZVPD

CARTESIAN COORDINATES (ANGSTROEM)
H  2.731  0.437  1.416
C  1.092  0.728  0.048
C  -2.205  0.579  -0.416
H  3.980  -1.497  -0.160
N  -0.039  0.167  -0.052
H  1.826  -1.099  0.980
C  2.210  -0.139  0.586
H  -4.049  -1.694  -0.126
H  -2.927  1.404  -0.427
O  -3.928  -0.773  -0.245
S  3.485  -0.361  -0.690
H  1.315  1.755  -0.163
O  -0.973  1.128  -0.459
N  -2.517  -0.633  -0.291

Output
total charge: 0
SMILES string: O/N=C/O/N=C/CS

***

*1* is preferred energetically. Next in line: 12.3 kcal/mol higher.

***

*1*
Molecular formula: C3H6N2O2S
Method: DFT, ωB97M-V/def2-TZVPD

CARTESIAN COORDINATES (ANGSTROEM)
H  3.664  -1.471  0.501
H  -1.741  0.744  -0.828
H  1.118  -2.269  0.383
C  0.524  -0.289  -0.367
C  2.854  -0.988  0.215
H  -1.559  2.042  0.242
N  1.544  -1.424  -0.101
H  -0.085  -0.492  -1.311
S  -0.666  -0.107  1.036
C  -1.807  1.005  0.240
O  1.410  0.775  -0.456
O  3.675  1.190  0.171
N  2.907  0.285  0.075
H  -2.658  0.700  0.735

Output
total charge: 0
SMILES string: CS[C@@H]1NC=[N+]([O-])O1

***

*2*
Molecular formula: C3H6N2O2S
Method: DFT, ωB97M-V/def2-TZVPD

CARTESIAN COORDINATES (ANGSTROEM)
O  0.509  -0.220  1.003
H  -1.161  0.494  1.943
C  -0.801  -0.315  1.327
H  0.101  -0.382  -0.988
H  -1.475  -3.095  0.260
O  1.049  1.879  -1.908
S  0.228  2.823  0.393
H  1.816  -0.083  -0.506
H  0.903  2.804  -2.066
C  0.776  0.175  -0.315
N  -0.979  -2.182  0.145
H  -0.027  -2.279  0.357
N  -1.565  -1.264  1.001
C  0.627  1.645  -0.647

Output
total charge: 0
SMILES string: N/N=C\OCC(O)=S

***

*2* is preferred energetically. Next in line: 74.9 kcal/mol higher.